# 1
Molecular formula: C35H29F4N3O4SbTi
Method: DFT, ωB97M-V/def2-TZVPD

Structure (ORCA input):
```
! wB97M-V def2-TZVPD RIJCOSX def2/J DEFGRID3
* xyz 1 1
Ti 0.02542 -1.13614 0.89881
C -1.46192 -1.17201 3.66365
N -0.40147 -0.48421 2.89265
C -0.92387 0.89178 2.78139
C 0.90932 -0.40155 3.57586
C 1.81871 0.44654 2.70835
N 1.63549 -0.03557 1.33764
C 2.68571 0.16379 0.46667
C 2.74024 -0.61948 -0.63811
F 1.72155 -1.53976 -0.78990
C 3.53143 -0.36706 -1.73408
F 3.61574 -1.15499 -2.81153
C 4.42045 0.64989 -1.64156
C 4.38765 1.49083 -0.49703
F 5.12290 2.61417 -0.44686
C 3.55281 1.30668 0.51789
F 3.39636 2.26156 1.43003
H -1.57225 -0.59525 4.58748
H -2.36692 -1.40225 3.07543
H -1.06705 -2.19196 4.05172
H -1.33516 1.23780 3.73953
H -0.25096 1.68104 2.41606
H -1.84095 0.87567 2.19506
H 0.77409 0.03379 4.57700
H 1.29317 -1.38780 3.61324
H 1.54237 1.48822 2.89621
H 2.86027 0.36414 3.04663
H 5.13381 0.84589 -2.38193
O -1.22666 -7.86676 2.25452
C -0.95961 -6.85421 2.85593
O -1.12951 -6.47136 4.00629
C -0.50171 -5.59549 2.16586
C 0.82678 -5.09025 1.97810
C 1.03443 -3.85824 1.40307
N -0.00858 -3.05681 1.02625
C -1.26497 -3.53941 1.21167
C -1.55365 -4.77376 1.71013
C -2.37422 -2.66293 0.70074
O -3.49073 -2.95120 0.49283
O -1.84090 -1.38477 0.64081
H 1.70261 -5.75568 1.95639
H 2.01991 -3.49883 1.31273
H -2.56167 -5.15164 1.76478
C -4.93161 2.93976 -1.10448
C -4.55253 2.15364 -2.18650
C -3.34914 1.47569 -2.19216
C -2.52189 1.53648 -1.09455
C -2.97419 2.28236 0.01255
C -4.14983 3.00902 0.01210
Sb -0.61093 0.85001 -1.08568
C -0.20355 0.13383 -2.99244
C -0.17678 -1.28235 -3.23338
C -0.03532 -1.86430 -4.48454
C 0.26322 -1.03264 -5.55048
C 0.29761 0.34618 -5.32551
C 0.05680 0.93680 -4.10061
C 0.50617 2.62181 -0.83416
C -0.04869 3.71055 -0.13741
C 0.66430 4.84701 0.19339
C 1.97837 4.96332 -0.31420
C 2.50203 3.94392 -1.11649
C 1.74891 2.79406 -1.39626
H -5.89980 3.42508 -1.00486
H -5.27210 2.00350 -3.00493
H -3.07660 0.90127 -3.02675
H -2.34693 2.42712 0.87593
H -4.32498 3.64813 0.87279
H -0.36022 -1.92993 -2.45061
H -0.06296 -2.97527 -4.62363
H 0.39957 -1.42145 -6.53789
H 0.65962 0.92462 -6.23402
H -0.14323 2.02835 -4.20892
H -1.06676 3.62822 0.27291
H 0.18652 5.75605 0.71859
H 2.63875 5.80910 -0.13287
H 3.51186 4.03028 -1.53585
H 2.07580 2.02739 -2.05944
*
```

Computed properties:
E_HOMO, eV: -10.75
Total energy, eV: -89939.691
Orbital gap, eV: 5.8174

# 2
Molecular formula: C35H29N6O4SV
Method: DFT, ωB97M-V/def2-TZVPD

Structure (ORCA input):
```
! wB97M-V def2-TZVPD RIJCOSX def2/J DEFGRID3
* xyz 0 3
V 0.06012 -0.79137 -0.33629
O 1.05127 -3.69961 6.37661
N 1.67669 -3.31529 5.40575
O 2.88380 -3.16304 5.41032
C 0.93249 -2.99678 4.20247
C -0.42340 -2.92016 4.33716
C -1.25505 -2.57590 3.25086
C -2.66093 -2.50560 3.30848
C -3.36081 -2.16654 2.18057
C -2.66499 -1.89780 0.99546
N -1.35122 -1.93598 0.91845
C -0.65461 -2.25584 2.02005
C 0.76426 -2.30101 1.87576
N 1.24842 -1.93506 0.66104
C 2.52968 -2.19287 0.39891
C 3.38537 -2.71854 1.34996
C 2.94073 -2.96037 2.63243
C 1.58371 -2.75184 2.93463
H -0.85135 -3.12183 5.30858
H -3.16940 -2.72906 4.23759
H -4.43939 -2.10900 2.18547
H -3.19573 -1.67065 0.07783
H 2.86173 -1.98613 -0.60730
H 4.40948 -2.93416 1.08310
H 3.62176 -3.33278 3.37568
S -0.95671 -1.88784 -2.18667
C 0.12340 -3.10089 -1.83571
N 0.85764 -3.97376 -1.61919
C 2.62017 1.39479 0.92821
C 3.22371 1.20190 -0.43408
C 4.45851 1.74111 -0.75311
C 5.03005 1.53764 -2.00014
C 4.38129 0.73728 -2.92806
C 3.15815 0.15370 -2.64007
C 2.50922 -0.80890 -3.59325
C 2.54110 0.41880 -1.39753
N 1.32059 -0.09673 -1.08815
H 3.07946 2.24083 1.43796
H 2.78484 0.50135 1.53947
H 1.54410 1.55732 0.85188
H 4.98167 2.32915 -0.00782
H 5.98872 1.97917 -2.23905
H 4.84083 0.55162 -3.89214
H 2.75804 -0.58125 -4.62995
H 1.42961 -0.81061 -3.46202
H 2.85974 -1.82236 -3.37719
C -2.33602 1.08521 -5.43827
O -2.66376 1.47977 -4.11582
C -1.89733 2.38033 -3.43315
C -0.94265 3.22257 -3.96853
C -0.29621 4.14946 -3.15954
C -0.62291 4.25894 -1.82102
C -1.59013 3.42952 -1.27372
C -2.21519 2.47138 -2.06142
N -3.26316 1.66683 -1.62010
C -3.73893 1.39574 -0.36758
C -3.11690 1.28428 0.90311
C -3.97642 1.43451 2.02528
C -3.54076 1.33750 3.32111
C -2.19972 1.07318 3.58399
C -1.33184 0.85855 2.53421
C -1.74984 0.90523 1.19666
O -0.88534 0.47405 0.28492
H -1.74030 1.82879 -5.96358
H -3.27941 0.94949 -5.96470
H -1.79600 0.13749 -5.40953
H -0.68363 3.17803 -5.01681
H 0.47242 4.77866 -3.58848
H -0.14194 5.00481 -1.20179
H -1.88619 3.54542 -0.24020
H -3.83282 1.34462 -2.38650
H -4.81384 1.25532 -0.36674
H -5.01503 1.67022 1.82545
H -4.23480 1.47276 4.14002
H -1.84674 1.02293 4.60578
H -0.29138 0.60930 2.71998
*
```

Computed properties:
Expectation value of S²: 2.0772
E_HOMO (spin up / spin down), eV: -6.02 / -7.60
Total energy, eV: -90416.686
Orbital gap (spin up / spin down), eV: 4.3562 / 5.9396

# 3
Molecular formula: C35H29NO4
Method: DFT, ωB97M-V/def2-TZVPD

Structure (ORCA input):
```
! wB97M-V def2-TZVPD RIJCOSX def2/J DEFGRID3
* xyz 0 1
C -1.28045 -1.60011 3.26828
C -0.12244 -1.35521 2.31273
C 1.22298 -1.71739 2.94645
O -0.25591 -2.16031 1.12154
C -1.30804 -1.82629 0.28596
O -1.76272 -2.67958 -0.45585
C -1.75418 -0.45891 0.31976
C -2.91750 -0.05828 -0.48078
C -4.22744 -0.37455 0.24250
C -4.77096 0.56315 1.12157
C -5.96569 0.27392 1.78015
C -6.59476 -0.96260 1.58074
C -7.83884 -1.25367 2.24533
N -8.85234 -1.49016 2.78487
C -6.00977 -1.91818 0.73992
C -4.81081 -1.63091 0.08820
C -1.08104 0.50381 1.14886
O -1.33966 1.69690 1.16422
O -0.04483 0.03546 1.93335
H -2.24712 -1.34074 2.81490
H -1.28611 -2.65785 3.56173
H -1.12889 -1.00110 4.17535
H 2.03588 -1.53934 2.23756
H 1.39352 -1.10893 3.83913
H 1.23176 -2.77306 3.23129
H -2.83648 1.02344 -0.64046
H -2.86688 -0.61822 -1.42608
H -4.24119 1.50737 1.28218
H -6.41232 1.01165 2.44780
H -6.48862 -2.88710 0.59428
H -4.30329 -2.37283 -0.53488
C 4.67198 3.61963 2.13257
C 4.28724 4.07157 0.86298
C 3.71255 3.18794 -0.04769
C 3.57127 1.82534 0.29003
C 2.95797 0.87167 -0.64062
C 1.75781 1.22368 -1.28270
C 1.14032 0.47510 -2.26746
C -0.07424 0.85792 -2.92767
C -0.66217 -0.03198 -3.86247
C -1.85945 0.28327 -4.48632
C -2.49572 1.50376 -4.20948
C -1.92285 2.40194 -3.29959
C -0.72288 2.09236 -2.66597
C 3.61345 -0.42106 -0.87531
C 2.89258 -1.63031 -0.82168
C 3.54340 -2.84614 -1.03936
C 4.91123 -2.87026 -1.33395
C 5.64188 -1.67469 -1.38602
C 5.00479 -0.46368 -1.13984
C 3.98217 1.37590 1.56468
C 4.50411 2.27482 2.48846
H 5.10378 4.31630 2.84907
H 4.42781 5.11484 0.57710
H 3.40135 3.51564 -1.04346
H 1.32056 2.18038 -0.98002
H 1.62025 -0.44357 -2.61106
H -0.14415 -0.97242 -4.06527
H -2.29799 -0.42301 -5.19292
H -3.43319 1.75435 -4.70582
H -2.40899 3.35504 -3.08085
H -0.27875 2.79787 -1.96241
H 1.82616 -1.59571 -0.58006
H 2.96596 -3.76996 -0.98035
H 5.41279 -3.81989 -1.51726
H 6.70914 -1.68238 -1.61351
H 5.55923 0.47860 -1.17295
H 3.84270 0.32050 1.81667
H 4.78201 1.91626 3.47990
*
```

Computed properties:
E_HOMO, eV: -6.55
Total energy, eV: -46444.186
Orbital gap, eV: 3.5017

# 4
Molecular formula: C35H29NiOS7Sb
Method: DFT, ωB97M-V/def2-TZVPD

Structure (ORCA input):
```
! wB97M-V def2-TZVPD RIJCOSX def2/J DEFGRID3
* xyz 0 1
Ni -0.24217 0.31116 0.15331
S 4.66209 -1.42792 5.00040
C 3.56143 -1.14692 3.81355
S 1.94616 -1.76129 3.83814
C 1.38892 -0.98891 2.37621
C 2.30153 -0.26691 1.69604
S 1.90950 0.63978 0.26701
S 3.89744 -0.20318 2.40087
S -0.27011 -1.09728 1.86826
S -0.69341 2.55162 -0.47940
Sb -1.63702 2.68339 1.59304
C -0.43349 2.31497 3.26637
C -1.02443 1.98687 4.48451
C -0.22237 1.70595 5.57966
C 1.16118 1.75613 5.45825
C 1.74398 2.10378 4.24833
C 0.94823 2.38294 3.14524
C -2.40595 4.63641 1.79523
C -2.93341 5.05872 3.01277
C -3.46319 6.33531 3.12880
C -3.46451 7.18745 2.03211
C -2.93440 6.76830 0.82060
C -2.40151 5.49120 0.69902
C -3.38940 1.52340 1.79286
C -4.51995 1.96582 1.11003
C -5.70095 1.24144 1.17876
C -5.75741 0.07775 1.93748
C -4.63236 -0.35885 2.62362
C -3.44461 0.35904 2.54969
H -2.10280 1.93278 4.58469
H -0.67606 1.43479 6.52401
H 1.78756 1.51372 6.30687
H 2.82129 2.13566 4.15330
H 1.40618 2.61255 2.19016
H -2.93057 4.40154 3.87578
H -3.87188 6.66570 4.07486
H -3.87651 8.18398 2.12509
H -2.93069 7.43595 -0.03120
H -1.97915 5.16310 -0.24388
H -4.48497 2.87745 0.52333
H -6.57801 1.58731 0.64685
H -6.68036 -0.48582 1.99332
H -4.67271 -1.26327 3.21841
H -2.56435 -0.00555 3.06439
O -1.98755 -0.24552 -0.57396
S -2.60993 -1.58819 -0.18999
C -4.12584 -1.55026 -1.15569
C -4.94330 -2.80128 -0.98179
C -5.21858 -3.30956 0.28638
C -5.97206 -4.46558 0.43137
C -6.46691 -5.12024 -0.68761
C -6.20626 -4.61289 -1.95256
C -5.44547 -3.46228 -2.09802
C -1.66288 -2.87048 -1.05926
C -1.50936 -2.67405 -2.53651
C -2.21856 -3.48282 -3.42150
C -2.08393 -3.31808 -4.79261
C -1.23587 -2.33930 -5.29271
C -0.51870 -1.53572 -4.41710
C -0.65047 -1.70154 -3.04630
H -3.84569 -1.36966 -2.19445
H -4.63637 -0.66422 -0.77004
H -4.83977 -2.79987 1.16452
H -6.17302 -4.85500 1.42100
H -7.05568 -6.02093 -0.57389
H -6.59266 -5.11576 -2.82964
H -5.23382 -3.07344 -3.08694
H -2.17173 -3.80526 -0.81348
H -0.71104 -2.85162 -0.52452
H -2.86920 -4.25606 -3.03050
H -2.63347 -3.96010 -5.46925
H -1.12611 -2.21038 -6.36164
H 0.15217 -0.77775 -4.79980
H -0.07989 -1.07020 -2.37859
*
```

Computed properties:
E_HOMO (spin up / spin down), eV: -6.62 / -6.71
Total energy, eV: -162241.081
Orbital gap (spin up / spin down), eV: 6.5537 / 6.4880

# 5
Molecular formula: C35H30BF3O4S
Method: DFT, ωB97M-V/def2-TZVPD

Structure (ORCA input):
```
! wB97M-V def2-TZVPD RIJCOSX def2/J DEFGRID3
* xyz 0 1
C -5.29752 3.24369 -2.45946
O -5.26671 1.88826 -1.96369
C -4.04762 1.36512 -1.66965
C -3.96491 -0.05096 -1.61194
C -2.79836 -0.65032 -1.18745
C -1.66736 0.11380 -0.84560
C -0.30177 -0.51594 -0.95758
C 0.79521 0.46678 -1.26409
C 1.70737 0.11046 -2.20633
C 2.98538 0.73465 -2.40799
C 4.05771 -0.03501 -2.92534
C 5.30610 0.51661 -3.06349
C 5.50534 1.88759 -2.74409
O 6.73255 2.39839 -3.03594
C 6.97013 3.82409 -2.91438
C 4.44545 2.65673 -2.19633
C 3.19713 2.08133 -2.04022
C -1.79701 1.52593 -0.81261
C -2.92491 2.16242 -1.31755
H -6.33485 3.42160 -2.74935
H -4.99795 3.93953 -1.67091
H -4.58682 3.37441 -3.28675
H -4.86137 -0.61410 -1.90377
H -2.71100 -1.73281 -1.20185
H -0.43485 -1.00826 -1.99184
H 0.88007 1.40823 -0.73746
H 1.45796 -0.71146 -2.88952
H 3.87676 -1.09495 -3.13126
H 6.13858 -0.06645 -3.43842
H 8.00025 3.94798 -3.25339
H 6.30233 4.42186 -3.55497
H 6.88792 4.17088 -1.87273
H 4.60778 3.69663 -1.92477
H 2.37978 2.65584 -1.59251
H -0.95165 2.15669 -0.51560
H -2.95401 3.26096 -1.41686
C -0.43515 -4.37102 5.30345
C -0.76807 -3.05514 4.69778
C -0.09203 -1.85687 4.90259
C -0.59454 -0.78441 4.11570
C -1.69160 -1.08483 3.32663
B 0.55620 -1.89588 -0.76424
C -2.56793 -0.15656 2.64483
C -3.81181 -0.63599 2.20048
C -4.81118 0.23289 1.79685
C -4.56375 1.60035 1.80759
C -5.63632 2.52829 1.34452
F -6.33677 3.11588 2.35401
F -5.08507 3.55595 0.60328
F -6.53765 1.88713 0.54147
C -3.33065 2.11779 2.20335
C -2.31463 1.23668 2.55310
O 1.35729 -1.71732 0.42859
C 2.32687 -2.65401 0.29720
C 1.93859 -3.58783 -0.69329
C 2.80440 -4.56129 -1.12449
C 4.09823 -4.55764 -0.56375
C 4.55911 -3.48690 0.21526
C 3.65904 -2.49637 0.63619
O 0.82487 -3.10607 -1.38038
S -1.95780 -2.83621 3.47380
H -0.12970 -4.28617 6.35465
H -1.27278 -5.07503 5.24506
H 0.39623 -4.79037 4.72339
H 0.73041 -1.75096 5.60748
H -0.19674 0.21700 4.12453
H -3.98374 -1.71607 2.23038
H -5.77961 -0.13574 1.47490
H -3.17469 3.19958 2.20154
H -1.31707 1.62496 2.77944
H 2.47087 -5.27967 -1.87078
H 4.77336 -5.39286 -0.74435
H 5.60594 -3.39547 0.52172
H 3.95276 -1.59999 1.18721
*
```

Computed properties:
E_HOMO, eV: -7.42
SMILES: COc1ccc(/C=C/[C@@H](B2Oc3ccccc3O2)c2ccc(OC)cc2)cc1.Cc1ccc(-c2ccc(C(F)(F)F)cc2)s1
Total energy, eV: -64635.114
Orbital gap, eV: 7.6001

# 6
Molecular formula: C35H30BrIN6O3Se2SnTe2
Method: DFT, ωB97M-V/def2-TZVPD

Structure (ORCA input):
```
! wB97M-V def2-TZVPD RIJCOSX def2/J DEFGRID3
* xyz -2 1
Sn -0.84686 0.74749 -0.55332
C 2.20344 4.41919 -2.55852
C 2.33234 2.91409 -2.48242
N 3.70644 2.41289 -2.75522
C 4.57214 2.27289 -1.63742
C 4.07404 1.85999 -0.46202
C 4.97914 1.55139 0.69368
O 4.65724 2.41539 1.76608
C 2.65184 1.73909 -0.28062
C 2.12244 1.04639 0.79778
N 0.88514 0.72739 0.90558
C 0.39874 0.28899 2.10348
C 0.83314 -0.85381 2.75118
C 0.27534 -1.21151 3.96228
C -0.71606 -0.43551 4.53808
C -1.14436 0.72049 3.91148
C -0.57446 1.07129 2.71138
I -1.09666 2.80839 1.75328
C 1.80114 2.35309 -1.19882
O 0.58604 2.54619 -1.02132
H 2.51534 4.77429 -3.54302
H 1.17364 4.72689 -2.38802
H 2.83344 4.87829 -1.79382
H 5.62884 2.38429 -1.82472
H 4.85924 0.49429 0.98828
H 6.02344 1.69049 0.38048
H 5.25134 2.23559 2.50148
H 2.76544 0.76909 1.63598
H 1.60774 -1.45461 2.29068
H 0.63044 -2.10501 4.45998
H -1.15336 -0.72151 5.48338
H -1.90306 1.35479 4.34938
Br -4.00046 -6.35841 -0.20022
C -3.47166 -4.55071 -0.56542
C -4.45986 -3.59211 -0.79832
C -4.09736 -2.31221 -1.09792
C -2.73376 -1.93841 -1.11872
O -2.40136 -0.76761 -1.44802
C -1.75036 -2.91271 -0.79112
C -0.38586 -2.54571 -0.81082
N 0.02384 -1.35521 -0.58922
C 1.31034 -1.03401 -0.92942
C 2.39414 -1.64231 -0.31322
C 3.66004 -1.38981 -0.78442
C 3.84524 -0.51991 -1.84542
C 2.77834 0.17019 -2.41172
C 3.00554 1.15829 -3.45492
C 1.74404 2.04249 -3.60652
C 0.45984 1.38839 -3.32002
N 0.35184 0.38229 -2.54282
C 1.48444 -0.12941 -1.95192
C -2.13956 -4.23711 -0.57522
H -5.50486 -3.85751 -0.75312
H -4.82816 -1.54871 -1.32392
H 0.36844 -3.30031 -1.06372
H 2.21234 -2.35531 0.48908
H 4.50764 -1.88511 -0.32072
H 4.84044 -0.33511 -2.22612
H 4.13214 2.96639 -3.49932
H 1.69734 2.58829 -4.55372
H -0.45796 1.78259 -3.74682
H -1.38206 -4.98951 -0.39032
Se -2.52286 1.89159 -1.33202
Te -4.87056 4.52409 -3.90272
Te -6.52376 3.41849 -1.67672
Se -4.13916 2.85759 -2.17642
C -1.83966 -3.45871 2.63118
C -2.39596 -2.15381 2.19458
C -3.61876 -1.54571 2.40128
C -3.57136 -0.32391 1.72158
N -2.37136 -0.20021 1.15798
N -1.69426 -1.30001 1.44858
C -4.61596 0.72069 1.61188
H -2.17936 -3.69371 3.63808
H -0.74856 -3.43971 2.62268
H -2.16726 -4.25851 1.96468
H -4.44196 -1.92451 2.96838
H -0.77336 -1.43671 1.04768
H -5.32896 0.60399 2.42228
H -5.15146 0.65589 0.66018
H -4.18066 1.72119 1.65638
*
```

Computed properties:
E_HOMO (spin up / spin down), eV: 0.29 / 0.52
Total energy, eV: -281108.659
Orbital gap (spin up / spin down), eV: 3.2726 / 3.0430